Below is C4H4OTl as an isolated structure, with properties calculated with wB97M-V/def2-TZVPD.

Properties
E (eV): -10925.3836
Spin multiplicity: 2
Energy relative to the best compared isomer or geometry (same formula, charge and spin) (eV): 4.9842
<S²>: 0.775
HOMO-LUMO gap (spin up / spin down) (Eh): 0.2417 / 0.2988
Total charge: +2

The geometry in XYZ format:
```
10
Properties=species:S:1:pos:R:3:mulliken_charge:R:1
O 1.85398 -0.01108 0.67853 -0.38
C 1.00148 -0.84925 0.24045 0.08
C -0.19890 -0.35125 -0.40525 0.00
C -1.29924 0.57364 0.07759 -0.40
C -0.24627 1.09387 -0.79675 0.17
H -0.47167 -1.53328 -0.40739 0.44
H 1.35875 -1.86704 -0.00145 0.41
H -1.32927 0.85287 1.14023 0.30
H -2.29139 0.32945 -0.32602 0.33
Tl 1.62254 1.76208 -0.19994 1.06
```